{
  "formula": "C5H7O4V",
  "method": "ωB97M-V/def2-TZVPD",
  "elements": ["V", "O", "O", "O", "O", "C", "C", "C", "C", "C", "H", "H", "H", "H", "H", "H", "H"],
  "xyz": [[-0.59517, 0.75768, -0.23455], [-2.30445, 1.33246, -0.14200], [3.11133, 0.55908, 1.26425], [1.82218, -0.68697, 0.06689], [1.03642, 1.27771, 0.83098], [-2.80118, -0.93110, 0.42281], [-3.33591, 0.37992, -0.07315], [0.33584, -2.22097, -0.82861], [1.94343, 0.45411, 0.67778], [0.57689, -0.90472, -0.64593], [-3.80794, 0.23747, -1.06430], [-3.15808, -1.86466, -0.02245], [3.17898, 1.40354, 1.73014], [-0.42991, -2.49624, -1.55767], [-4.13161, 0.73496, 0.61034], [1.04452, -3.00690, -0.54361], [-2.06020, -0.90992, 1.22885]],
  "mulliken_charge": [0.5525, -0.7791, -0.4250, -0.3577, -0.6543, -1.1052, 0.1406, -0.6534, 1.0105, 0.1154, 0.2273, 0.3073, 0.3760, 0.2539, 0.2858, 0.2834, 0.4218],
  "homo_energy_ev": [-7.23, -9.22],
  "total_charge": 0,
  "de_lowest_ev": 0.975,
  "s_squared": 6.015,
  "multiplicity": 5,
  "orbital_gap_ev": [7.54, 9.05]
}